Here is a molecular structure, C27H43N5O5P2RuS at a distorted geometry from OMol25. Energies are from ωB97M-V/def2-TZVPD.

```
! wB97M-V def2-TZVPD RIJCOSX def2/J DEFGRID3
* xyz 1 2
Ru 0.86 0.74 -0.16
O 3.51 -0.38 0.14
C 4.39 0.30 1.03
C 4.23 1.78 0.75
N 2.87 2.27 0.95
C 2.68 3.60 0.37
C 1.29 3.79 -0.24
O 0.84 4.90 -0.38
O 0.68 2.70 -0.63
C 2.42 2.18 2.33
C 1.76 0.85 2.63
O 2.00 0.20 3.61
O 0.84 0.43 1.74
H 3.79 -1.29 0.05
H 5.43 0.03 0.83
H 4.17 0.05 2.07
H 4.50 1.96 -0.29
H 4.94 2.32 1.39
H 3.40 3.74 -0.44
H 2.81 4.41 1.09
H 1.65 2.94 2.51
H 3.23 2.34 3.04
C -2.58 0.50 -1.30
P -1.49 0.79 0.12
C -1.79 -0.73 1.15
N -2.82 -0.80 1.94
C -2.98 -1.91 2.70
C -4.01 -1.95 3.67
C -4.15 -3.06 4.45
C -3.29 -4.18 4.28
C -2.30 -4.16 3.35
C -2.11 -3.00 2.55
N -1.07 -2.94 1.68
C -0.89 -1.83 1.03
P 0.68 -1.62 0.09
C 1.83 -2.49 1.19
C 0.57 -2.75 -1.39
C 0.17 -4.17 -1.01
C -0.48 -2.17 -2.35
C 1.95 -2.75 -2.06
C -2.29 2.27 0.96
C -3.78 2.03 1.26
C -2.22 3.47 0.01
C -1.51 2.55 2.24
H -3.60 0.42 -0.93
H -2.31 -0.42 -1.81
H -2.51 1.33 -2.00
H -4.66 -1.09 3.78
H -4.91 -3.09 5.21
H -3.42 -5.05 4.91
H -1.62 -5.00 3.21
H 1.32 -3.39 1.54
H 2.06 -1.85 2.04
H 2.74 -2.78 0.67
H -0.72 -4.20 -0.39
H 0.97 -4.68 -0.47
H -0.03 -4.74 -1.92
H -1.49 -2.40 -2.00
H -0.37 -2.63 -3.34
H -0.37 -1.10 -2.47
H 2.66 -3.36 -1.51
H 2.36 -1.74 -2.17
H 1.87 -3.18 -3.06
H -4.38 2.15 0.36
H -4.08 2.80 1.97
H -3.99 1.06 1.70
H -2.82 3.31 -0.88
H -1.21 3.74 -0.29
H -2.64 4.33 0.54
H -1.53 1.71 2.94
H -1.95 3.42 2.74
H -0.47 2.79 2.01
S 2.27 0.88 -2.27
C 1.33 0.98 -3.68
N 0.01 1.20 -3.73
C -0.50 1.25 -5.10
C 0.75 0.93 -5.94
N 1.80 0.84 -4.92
H -0.46 1.60 -2.94
H -0.92 2.23 -5.33
H -1.29 0.50 -5.24
H 0.98 1.71 -6.66
H 0.66 -0.02 -6.47
H 2.76 0.60 -5.10
*
```

Computed properties:
Lowest unoccupied orbital energy (alpha / beta), eV: -3.10 / -3.56
HOMO (alpha / beta), eV: -11.14 / -11.10
Strongest force on any atom, eV/A: 1.03
Orbital gap (alpha / beta), eV: 8.04 / 7.54

Listed below, in e, are the Löwdin charges computed for each atom: 0.9154 -0.1817 -0.1991 -0.1665 -0.1729 -0.0926 -0.6184 0.0811 -0.3167 -0.0779 -0.5638 0.1147 -0.3102 0.0709 0.1340 0.1207 0.1160 0.1409 0.1339 0.1410 0.1342 0.1456 -0.2033 1.0195 -0.3515 0.1466 -0.1888 -0.0015 -0.0509 -0.0513 -0.0019 -0.1896 0.1446 -0.3670 0.9715 -0.1900 -0.6849 -0.0783 -0.1036 -0.0986 -0.6564 -0.0823 -0.0773 -0.0736 0.0602 0.0172 0.0434 0.1186 0.1125 0.1123 0.1188 0.0527 0.0480 0.0420 0.0662 0.0831 0.0956 0.0825 0.0937 0.0293 0.0784 0.0117 0.0929 0.0795 0.0954 0.0481 0.0770 0.0430 0.1042 0.0888 0.0981 0.0539 0.7516 -0.7785 0.0323 -0.1035 -0.1045 0.0379 0.1060 0.1241 0.1177 0.1219 0.1208 0.1468